DFT (ωB97M-V/def2-TZVPD) results for the molecule C3H7N5.

XYZ file:
```
15
Properties=species:S:1:pos:R:3:forces:R:3:nbo_charge:R:1
C 1.233673 0.844841 -0.210223 0.49 3.09 1.79 0.33
N 0.406577 -1.216529 -0.288246 1.58 -1.46 -1.78 -0.34
C 2.232653 -0.130346 0.316380 -1.46 -3.78 -3.42 -0.05
N 1.823852 -1.346447 -0.108992 -1.37 2.36 2.69 -0.18
N 1.281216 2.141998 0.009972 -0.67 -3.32 -0.32 -0.63
H -1.382798 -1.226427 0.487766 -1.62 1.91 0.83 0.21
H -1.652897 0.153335 -1.207174 -1.84 -0.52 -3.18 0.34
H -0.006262 -2.004883 -0.842758 1.05 1.15 0.08 0.37
N 0.183764 0.078726 -0.878833 -0.33 0.79 2.50 -0.17
N -1.206816 0.630487 -0.513979 1.99 -0.39 2.09 -0.44
H 0.344813 2.481862 -0.216000 0.10 0.43 -0.47 0.35
C -1.849329 -0.152972 0.609149 -0.44 -1.73 0.67 -0.48
H -3.123034 -0.257688 0.348356 4.03 0.76 1.20 0.22
H 3.196848 -0.193889 0.811417 -0.10 1.15 -0.35 0.24
H -1.482266 0.197930 1.683164 -1.42 -0.44 -2.33 0.22
```
Positions in Å, forces in eV/Å.

Its SMILES is [H]/N=c1/cn[nH]n1NC. The value obtained for the energy above the lowest of the compared OMol25 structures with the same formula, charge and spin is 131.7 kcal/mol. The HOMO energy is -8.717 eV. Its spin multiplicity is 1. For the LUMO energy, the calculation gives 0.00 eV. The gap between HOMO and LUMO comes out at 8.71 eV.

DFT (ωB97M-V/def2-TZVPD) results for a structure of composition C34H24CoF3N3O4Sb.

XYZ file:
```
70
Properties=species:S:1:pos:R:3:forces:R:3:nbo_charge:R:1
Co -0.320363 1.482187 0.517594 0.03 0.38 0.11 1.50
F -0.443863 -7.825313 1.674494 0.00 0.10 -0.02 -0.29
H -4.999663 2.616887 0.522694 -0.05 -0.11 0.01 0.23
H 5.590037 1.494687 0.831694 0.00 0.07 0.03 0.25
C 2.065637 -1.323413 -1.914706 0.02 0.00 -0.28 -0.23
C -2.896163 2.961287 0.625294 -0.28 0.37 0.01 0.08
H -0.850763 -5.941013 3.395294 -0.02 -0.05 0.06 0.25
C 4.509537 1.462987 0.797194 -0.16 -0.01 -0.22 -0.14
C -1.868763 3.930287 0.686594 -0.33 0.52 -0.05 0.22
O 1.868737 0.820287 4.137494 0.37 -0.02 0.43 -0.62
C -4.211263 3.354287 0.567594 0.52 -0.22 -0.02 -0.18
C -3.665263 -2.843213 -2.247706 -0.01 -0.04 -0.10 -0.26
C -3.589863 -1.976713 -3.332306 0.04 0.06 0.12 0.45
H 0.987237 6.463787 0.762094 0.06 0.08 0.02 0.25
C -0.623163 -5.602613 2.396194 0.03 -0.23 -0.04 -0.26
C -3.565663 5.674987 0.563794 -0.16 -0.08 -0.01 -0.15
Sb -0.205063 -1.747013 0.211094 0.34 -1.85 -1.36 1.43
C 3.780037 1.220287 1.958594 -0.44 -0.04 0.23 -0.17
H 4.791237 -3.124713 0.157594 0.13 0.01 0.08 0.26
H -3.823663 6.720387 0.503694 -0.05 0.14 0.06 0.24
C 1.396937 0.922387 2.929594 -0.62 -0.09 -0.24 0.80
C 2.395637 1.166887 1.857094 0.43 0.17 -0.31 0.04
N 1.776437 1.330587 0.688494 0.22 0.19 0.45 -0.52
H -4.450863 -3.582313 -2.204706 -0.06 -0.04 0.00 0.26
H 0.205537 -4.470913 -1.209006 0.03 -0.02 -0.09 0.23
C 0.387037 4.407387 0.796894 -0.15 0.16 0.05 0.10
H 4.258837 1.091087 2.916594 0.08 -0.06 0.05 0.26
H -2.762863 -3.414813 -0.403106 -0.03 -0.06 0.03 0.24
F -4.511163 -2.049913 -4.284006 0.15 -0.04 0.13 -0.28
C 4.315137 -2.089813 -1.658506 -0.19 0.05 0.11 0.43
C -0.268863 -3.849813 0.799494 -0.10 1.00 0.09 -0.35
C -1.700663 -1.797713 -1.355006 0.76 0.26 0.86 -0.36
H 1.296737 -0.874413 -2.522406 0.00 0.15 -0.10 0.24
C -4.544363 4.717787 0.541794 0.18 0.27 -0.02 -0.18
H 4.375037 1.863487 -1.322706 0.03 -0.04 -0.15 0.27
C 2.456537 1.556087 -0.420306 -0.24 0.04 -0.30 0.11
C -0.088563 -6.132613 0.094094 -0.01 -0.15 0.07 -0.26
C -0.024963 -4.783413 -0.199706 0.02 0.12 -0.14 -0.22
H -2.560763 -0.364413 -4.292506 -0.03 0.08 -0.09 0.25
C 1.773837 -1.818913 -0.653606 -0.88 0.23 0.43 -0.36
C 3.345837 -1.452613 -2.423206 0.10 -0.11 -0.07 -0.22
H -2.969363 1.092187 -0.156306 0.20 0.02 0.16 0.42
H -0.911763 -0.132113 -2.472006 0.08 0.10 -0.01 0.26
C -2.716963 -2.741613 -1.248306 -0.23 -0.21 0.15 -0.20
H 2.524337 -2.802613 1.104394 0.07 -0.09 0.03 0.23
H -5.582863 5.002187 0.489494 -0.09 0.05 -0.02 0.25
C 0.150137 5.785487 0.745694 -0.22 0.16 0.02 -0.26
H 1.194237 0.670287 4.825694 -0.06 0.04 -0.36 0.53
C 1.519837 1.623187 -1.646006 0.90 0.03 0.55 0.76
C -1.660963 -0.907613 -2.418706 0.01 0.29 -0.33 -0.25
C -2.593663 -1.014313 -3.432906 -0.07 -0.05 -0.06 -0.22
C -0.564263 -4.253113 2.090194 -0.07 0.06 0.15 -0.22
H 1.398237 4.031987 0.875794 0.07 -0.03 -0.06 0.20
C 2.759137 -2.426613 0.116294 0.00 -0.10 0.22 -0.21
H -1.352763 7.302287 0.651294 -0.04 0.07 -0.04 0.24
H 3.595537 -1.085913 -3.406706 0.02 0.03 -0.10 0.25
C -1.142663 6.242887 0.676594 0.27 -0.26 0.04 -0.07
C -0.385163 -6.528013 1.390994 -0.01 0.28 0.02 0.44
N -2.487963 1.567587 0.610994 0.03 -0.48 0.05 -0.91
O 0.316737 1.297287 -1.315206 -1.18 -0.26 -0.26 -0.87
H -2.806363 1.114187 1.470094 0.02 0.05 -0.16 0.41
O 1.940037 1.892587 -2.738106 0.14 0.01 -0.24 -0.56
C 3.844537 1.647787 -0.409406 -0.03 -0.04 0.17 -0.17
C 4.031337 -2.596213 -0.395106 0.12 0.03 -0.13 -0.26
O 0.207037 0.815587 2.632194 0.06 -0.01 0.21 -0.67
H 0.086537 -6.876113 -0.667906 0.02 -0.08 -0.05 0.26
C -2.204363 5.313987 0.647094 0.07 -0.62 -0.01 -0.10
N -0.578663 3.513587 0.767894 0.40 -0.20 0.03 -0.59
H -0.755863 -3.528513 2.868794 -0.02 0.01 0.08 0.22
F 5.546537 -2.212713 -2.146406 -0.21 -0.01 0.09 -0.28
```
Positions in Å, forces in eV/Å.

Its net charge is +2. As for the expectation value of S²: 6.017. The HOMO energy (alpha / beta) is -14.269 / -14.274 eV. Its spin multiplicity is 5. For the LUMO energy (alpha / beta), the calculation gives -6.01 / -9.29 eV. The gap between HOMO and LUMO (alpha / beta) comes out at 8.26 / 4.99 eV.

DFT (ωB97M-V/def2-TZVPD) results for the molecule C6H10O.

XYZ file:
```
17
Properties=species:S:1:pos:R:3:forces:R:3:nbo_charge:R:1
C 0.052856 1.332344 -0.078069 -0.04 0.01 -0.01 -0.46
H -1.915873 -1.585593 -0.086484 0.00 0.16 -0.02 0.20
C 1.906554 -0.100690 -0.334117 -0.02 0.15 0.00 -0.19
H 0.957009 -1.726327 0.772722 -0.01 0.10 -0.09 0.22
H 0.516489 -1.633789 -0.935913 0.01 0.10 0.15 0.21
C 0.757237 -1.028725 -0.049204 -0.01 -0.03 0.03 -0.46
C -0.419694 -0.085940 0.332797 0.03 0.02 -0.36 0.26
H 2.916753 -0.454621 -0.521910 -0.14 0.08 0.05 0.21
C -1.721745 -0.529921 -0.322520 -0.08 0.00 -0.02 -0.63
O -0.598899 -0.047708 1.748771 -0.10 -0.16 0.14 -0.72
H -2.561708 0.068375 0.047831 0.11 -0.03 -0.11 0.22
H -0.483715 1.705013 -0.961472 0.07 -0.08 0.12 0.21
H -1.281778 -0.690824 1.973095 0.17 0.03 0.09 0.46
H -1.675166 -0.440495 -1.412259 0.02 0.00 0.15 0.22
C 1.524371 1.173335 -0.356557 0.06 -0.13 0.00 -0.18
H -0.150601 2.028122 0.743403 0.02 -0.08 -0.12 0.23
H 2.177918 2.017446 -0.560120 -0.09 -0.14 0.03 0.21
```
Positions in Å, forces in eV/Å.

Its SMILES is CC1(O)CC=CC1. The value obtained for the energy above the lowest of the compared OMol25 structures with the same formula, charge and spin is 2.1 kcal/mol. The HOMO energy is -9.170 eV. Its spin multiplicity is 1. For the LUMO energy, the calculation gives 0.98 eV. The gap between HOMO and LUMO comes out at 10.15 eV.

Energy for every record listed, in sequence, given in Ha: -392.0892; -3697.4101; -309.8389.
Max |F| for every record listed, in sequence, given in hartree/bohr: 0.1031; 0.0451; 0.0071.